(1)
Here is an isolated molecule of C6H12O from the Open Molecules 2025 dataset. Energies are from ωB97M-V/def2-TZVPD.

Each line ends with the Löwdin charge.
Cartesian coordinates (Å):
C 2.59 0.86 -0.03  -0.074
C 1.60 -0.30 -0.11  -0.264
O 0.51 -0.22 0.82  -0.147
C -0.57 -1.06 0.47  -0.299
C -1.93 -0.82 1.08  -0.059
C -1.69 -0.47 -0.37  -0.274
C -1.41 0.98 -0.68  -0.068
H 3.01 1.01 0.98  0.075
H 2.17 1.82 -0.36  0.072
H 3.44 0.64 -0.70  0.077
H 2.15 -1.23 0.09  0.118
H 1.22 -0.35 -1.14  0.121
H -0.27 -2.09 0.32  0.144
H -2.11 0.01 1.76  0.114
H -2.52 -1.70 1.29  0.103
H -2.21 -1.07 -1.12  0.131
H -1.12 1.09 -1.73  0.079
H -2.23 1.66 -0.43  0.078
H -0.55 1.25 -0.07  0.071

Properties
* structure (SMILES): CCO[C@H]1C[C@H]1C
* HOMO: -9.39 eV
* multiplicity: 1

(2)
Here is a cluster of 2 separate species, C6H12O in total at a distorted geometry from the Open Molecules 2025 dataset. Energies are from ωB97M-V/def2-TZVPD.

Each line ends with the Löwdin charge.
Cartesian coordinates (Å):
C 0.41 1.18 1.17  -0.126
C 0.66 -0.34 1.24  -0.291
C -0.41 -1.21 0.66  -0.132
C -1.67 -0.79 0.70  -0.125
C -3.03 -1.44 0.41  -0.149
C -3.50 -1.81 -0.81  -0.006
H 1.40 1.73 0.61  0.140
H 0.36 1.53 2.19  0.055
H -0.49 1.33 0.66  0.013
H 0.70 -0.68 2.27  0.098
H 1.66 -0.40 0.53  0.147
H 0.08 -2.26 0.47  0.140
H -1.79 0.25 0.77  0.060
H -3.64 -1.67 1.28  0.083
H -2.96 -1.53 -1.72  0.061
H -4.21 -2.59 -0.94  0.031
H 5.94 3.88 -2.40  0.112
H 5.84 2.27 -2.76  0.032
O 5.29 3.08 -2.64  -0.144

Properties
* structure (SMILES): C=C/C=C/CC.O
* HOMO: -9.37 eV
* multiplicity: 1

(3)
Here is a cluster of 2 separate species, C6H12O in total at a distorted geometry from the Open Molecules 2025 dataset. Energies are from ωB97M-V/def2-TZVPD.

Each line ends with the Löwdin charge.
Cartesian coordinates (Å):
C 1.80 0.70 0.54  -0.066
C 0.61 0.38 1.37  -0.353
C -0.53 -0.24 0.95  -0.153
C -0.79 -0.54 -0.42  -0.196
C -1.62 -1.58 -0.73  -0.004
C 0.75 0.45 2.90  -0.082
H 2.58 1.15 1.09  0.056
H 1.45 1.32 -0.38  0.114
H 2.05 -0.28 0.04  0.105
H -1.46 -0.14 1.68  0.151
H -0.07 -0.03 -1.06  0.090
H -1.86 -2.36 0.03  0.069
H -1.84 -1.98 -1.72  0.031
H 1.50 1.19 3.17  0.048
H 1.44 -0.39 2.99  0.080
H -0.09 0.68 3.66  0.115
H -1.22 0.88 -5.38  -0.016
H -1.75 0.16 -4.20  0.059
O -0.95 0.63 -4.54  -0.046

Properties
* structure (SMILES): C=CC=C(C)C.O
* HOMO: -7.99 eV
* multiplicity: 1

(4)
Here is an isolated molecule of C6H12O from the Open Molecules 2025 dataset. Energies are from ωB97M-V/def2-TZVPD.

Each line ends with the Löwdin charge.
Cartesian coordinates (Å):
C 1.52 -1.43 0.92  -0.123
C 1.31 1.66 -1.04  -0.014
C 0.20 1.58 -0.31  -0.198
C -1.10 0.98 -0.77  -0.211
C -1.70 -0.04 0.21  -0.184
C -0.78 -1.23 0.46  -0.247
O 0.30 -0.82 1.26  -0.203
H 2.28 -1.05 1.60  0.090
H 1.47 -2.53 1.01  0.089
H 1.81 -1.18 -0.12  0.081
H 2.22 2.11 -0.65  0.052
H 1.35 1.27 -2.05  0.058
H 0.21 1.97 0.71  0.109
H -1.83 1.79 -0.92  0.113
H -0.95 0.51 -1.75  0.113
H -2.65 -0.40 -0.19  0.113
H -1.91 0.45 1.17  0.118
H -1.33 -2.04 0.96  0.123
H -0.42 -1.62 -0.50  0.123

Properties
* structure (SMILES): C=CCCCOC
* HOMO: -9.22 eV
* multiplicity: 1

(5)
Here is a cluster of 2 separate species, C6H12O in total at a distorted geometry from the Open Molecules 2025 dataset. Energies are from ωB97M-V/def2-TZVPD.

Each line ends with the Löwdin charge.
Cartesian coordinates (Å):
C 1.29 0.22 0.72  -0.193
C 0.41 0.72 1.84  -0.139
C 0.85 0.95 -0.87  -0.331
O 1.47 0.65 -1.86  -0.012
H 0.66 2.01 -0.59  0.117
H 2.24 0.76 0.71  0.091
H 1.66 -0.80 0.84  0.085
H 0.18 1.78 1.71  0.070
H -0.54 0.19 1.88  0.053
H 0.90 0.61 2.81  0.072
C -0.85 -1.77 -0.28  -0.095
C -1.08 -0.85 -1.38  -0.176
C -1.21 0.50 -1.13  -0.067
H -0.74 -1.16 -2.36  0.118
H -0.98 -2.81 -0.56  0.080
H 0.21 -1.42 0.06  0.084
H -1.43 -1.55 0.62  0.078
H -1.66 0.82 -0.20  0.082
H -1.38 1.17 -1.96  0.084

Properties
* structure (SMILES): CCC=O.C=CC
* HOMO: -8.77 eV
* multiplicity: 1

(6)
Here is a cluster of 2 separate species, C6H12O in total from the Open Molecules 2025 dataset. Energies are from ωB97M-V/def2-TZVPD.

Each line ends with the Löwdin charge.
Cartesian coordinates (Å):
C -1.93 -1.03 -0.49  -0.074
C -1.01 -0.19 0.37  -0.378
C -1.36 0.99 0.87  0.036
C 0.28 -0.85 0.77  -0.241
O 1.11 -1.42 -0.24  -0.022
C 1.67 -0.39 0.56  -0.294
C 2.15 0.85 -0.15  -0.041
H -2.66 -0.41 -1.01  0.079
H -1.36 -1.60 -1.23  0.078
H -2.47 -1.74 0.14  0.086
H -0.23 0.59 -2.09  0.086
H -0.69 1.57 1.50  0.071
H -2.33 1.43 0.64  0.070
H -0.55 0.98 -1.54  0.060
H 0.14 -1.53 1.61  0.150
H 2.38 -0.75 1.31  0.137
H 1.50 1.12 -0.99  0.035
H 3.15 0.66 -0.55  0.082
H 2.22 1.71 0.53  0.082

Properties
* structure (SMILES): C=C(C)[C@H]1O[C@H]1C.[H][H]
* HOMO: -9.55 eV
* multiplicity: 1

(7)
Here is a structure of composition C6H12O at a distorted geometry from the Open Molecules 2025 dataset. Energies are from ωB97M-V/def2-TZVPD.

Each line ends with the Löwdin charge.
Cartesian coordinates (Å):
C 2.02 -0.18 1.13  -0.045
C 1.28 -0.58 -0.62  -0.055
C 0.21 0.39 -1.03  -0.237
C -1.11 -0.02 -1.69  -0.027
C -1.11 0.47 -0.29  -0.557
C -1.40 -0.48 0.86  -0.015
O -1.65 1.75 -0.11  0.009
H 3.10 -0.40 1.31  0.059
H 1.45 -0.80 1.80  0.016
H 1.90 0.89 1.31  0.046
H 0.91 -1.61 -0.59  0.083
H 2.31 -0.37 -0.45  0.015
H 0.55 1.36 -1.38  0.137
H -1.31 -1.07 -1.89  0.111
H -1.52 0.65 -2.43  0.111
H -2.48 -0.58 0.99  0.087
H -0.98 -0.09 1.79  0.080
H -0.98 -1.47 0.69  0.080
H -1.19 2.15 0.63  0.102

Properties
* HOMO: -8.28 eV
* multiplicity: 1

(8)
Here is a structure of composition C6H12O at a distorted geometry from the Open Molecules 2025 dataset. Energies are from ωB97M-V/def2-TZVPD.

Each line ends with the Löwdin charge.
Cartesian coordinates (Å):
C -0.33 0.82 -2.07  -0.046
C -0.45 0.74 -0.55  -0.527
O -1.73 1.01 -0.06  -0.008
C -0.18 -1.32 -0.20  -0.061
C -0.14 -1.06 1.12  -0.345
C 1.03 -0.50 1.79  -0.108
C 0.62 1.04 0.24  -0.083
H -1.18 0.44 -2.72  0.095
H 0.61 0.30 -2.36  0.081
H -0.23 1.93 -2.21  0.094
H -2.44 0.48 -0.48  0.113
H -1.09 -1.68 -0.64  0.080
H 0.70 -1.30 -0.84  0.092
H -1.01 -1.02 1.75  0.126
H 0.78 -1.70 1.93  0.148
H 2.02 -0.40 1.35  0.091
H 0.93 0.09 2.71  0.106
H 1.65 0.79 0.00  0.086
H 0.43 1.36 1.25  0.065

Properties
* HOMO: -6.81 eV
* multiplicity: 1

(9)
Here is an isolated molecule of C6H12O from the Open Molecules 2025 dataset. Energies are from ωB97M-V/def2-TZVPD.

Each line ends with the Löwdin charge.
Cartesian coordinates (Å):
C 2.27 -0.65 -0.38  -0.105
O 1.27 -0.80 0.60  -0.153
C 0.35 0.23 0.84  -0.318
C 0.20 1.48 -0.06  -0.109
C -1.33 1.22 -0.04  -0.133
C -1.14 -0.18 0.59  -0.290
C -1.35 -1.40 -0.31  -0.062
H 3.14 -0.11 0.01  0.090
H 1.92 -0.16 -1.29  0.076
H 2.57 -1.67 -0.64  0.090
H 0.46 0.57 1.87  0.147
H 0.58 2.42 0.38  0.107
H 0.63 1.41 -1.07  0.094
H -1.79 1.22 -1.03  0.102
H -1.88 1.91 0.61  0.103
H -1.68 -0.34 1.53  0.130
H -2.40 -1.72 -0.33  0.076
H -1.05 -1.21 -1.34  0.080
H -0.76 -2.24 0.05  0.076

Properties
* structure (SMILES): CO[C@H]1CC[C@H]1C
* HOMO: -9.22 eV
* multiplicity: 1

(10)
Here is a cluster of 2 separate species, C6H12O in total at a distorted geometry from the Open Molecules 2025 dataset. Energies are from ωB97M-V/def2-TZVPD.

Each line ends with the Löwdin charge.
Cartesian coordinates (Å):
C 2.09 1.68 -0.67  -0.108
C 1.45 0.29 -0.64  -0.245
C 0.85 -0.18 0.69  -0.299
C -0.50 -0.60 0.82  0.018
C 0.93 -0.37 3.11  -0.013
C 1.68 -0.39 1.96  -0.118
H 1.32 2.34 -1.06  0.070
H 2.64 1.89 0.23  0.058
H 2.90 1.64 -1.44  0.081
H 0.63 0.34 -1.35  0.094
H 2.24 -0.53 -0.83  0.139
H -0.88 -1.23 1.63  0.048
H -1.20 -0.67 -0.08  0.073
H 1.20 -0.80 4.07  0.053
H -0.03 0.14 3.09  0.051
H 2.75 -0.13 1.96  0.100
H -5.60 -1.63 -3.43  0.051
H -6.17 -0.43 -3.97  0.015
O -6.29 -1.37 -4.09  -0.067

Properties
* structure (SMILES): C=CC(=C)CC.O
* HOMO: -8.55 eV
* multiplicity: 1

(11)
Here is an isolated molecule of C6H12O from the Open Molecules 2025 dataset. Energies are from ωB97M-V/def2-TZVPD.

Each line ends with the Löwdin charge.
Cartesian coordinates (Å):
C -0.58 2.44 -0.44  -0.041
C -0.44 0.96 -0.46  -0.385
C -1.54 0.04 -0.81  -0.066
O 0.80 0.48 -0.33  0.005
C 0.88 -0.70 0.28  -0.383
C 0.01 -0.96 1.44  -0.068
C 1.99 -1.59 -0.15  -0.041
H 0.41 2.91 -0.52  0.082
H -1.03 2.80 0.49  0.079
H -1.22 2.80 -1.26  0.077
H -2.11 -0.40 0.02  0.067
H -1.10 -0.82 -1.34  0.102
H -2.26 0.56 -1.46  0.083
H -0.97 -1.45 1.26  0.068
H 0.54 -1.58 2.18  0.082
H -0.25 0.01 1.90  0.101
H 2.77 -1.02 -0.66  0.083
H 1.65 -2.37 -0.85  0.079
H 2.44 -2.11 0.71  0.077

Properties
* HOMO (alpha / beta): -6.47 / -6.47 eV
* multiplicity: 1

(12)
Here is a cluster of 2 separate species, C6H12O in total from the Open Molecules 2025 dataset. Energies are from ωB97M-V/def2-TZVPD.

Each line ends with the Löwdin charge.
Cartesian coordinates (Å):
C 2.27 2.13 -0.05  -0.052
C 0.88 -1.27 0.09  0.057
C -0.45 -1.18 0.13  -0.374
C -1.35 -2.19 -0.53  -0.066
C -1.12 -0.02 0.83  -0.132
C -1.59 1.01 -0.17  -0.253
O -1.24 2.16 -0.16  0.045
H 2.75 3.10 -0.23  0.017
H 2.43 1.48 -0.92  0.020
H 2.73 1.67 0.83  0.016
H 1.52 -0.54 0.58  0.051
H 1.38 -2.10 -0.42  0.067
H -0.78 -2.95 -1.06  0.078
H -1.97 -2.69 0.23  0.085
H -2.04 -1.71 -1.24  0.075
H -0.45 0.47 1.54  0.120
H -2.01 -0.39 1.38  0.126
H -2.27 0.63 -0.96  0.123
H 1.20 2.28 0.10  -0.004

Properties
* structure (SMILES): C=C(C)CC=O.C
* HOMO: -9.43 eV
* multiplicity: 1

(13)
Here is a structure of composition C6H12O from the Open Molecules 2025 dataset. Energies are from ωB97M-V/def2-TZVPD.

Each line ends with the Löwdin charge.
Cartesian coordinates (Å):
C 2.65 0.69 0.17  -0.094
O 1.61 0.58 1.13  -0.224
C 0.97 -0.61 1.09  -0.063
C -0.74 -0.21 -0.12  -0.399
C -0.82 1.28 -0.27  -0.056
C -1.36 -1.15 -1.12  -0.108
C -1.90 -1.05 0.28  -0.119
H 2.23 0.81 -0.83  0.085
H 3.28 -0.21 0.19  0.088
H 3.24 1.57 0.43  0.090
H 0.42 -0.84 0.03  0.055
H 0.27 -0.65 1.93  0.080
H -0.05 1.66 -0.96  0.077
H -0.68 1.79 0.69  0.085
H -1.80 1.58 -0.68  0.087
H -0.81 -2.05 -1.39  0.103
H -1.93 -0.71 -1.94  0.103
H -1.71 -1.89 0.95  0.104
H -2.86 -0.56 0.43  0.106

Properties
* HOMO: -7.70 eV
* multiplicity: 1

It is found that the energy relative to the best compared isomer or geometry (same formula, charge and spin) values, taken in the order of the records, are 40.1, 88.8, 72.7, 33.9, 87.9, 68.8, 90.6, 153.9, 38.5, 75.0, 77.7, 28.3, 121.1 kcal per mole.
It is found that the M values, taken in the order of the records, are 100.16, 100.16, 100.16, 100.16, 100.16, 100.16, 100.16, 100.16, 100.16, 100.16, 100.16, 100.16, 100.16 g/mol.